[1]
Entry from OMol25: a structure of composition C27H38IrNSb at a distorted geometry (wB97M-V/def2-TZVPD).

XYZ file:
```
68
Properties=species:S:1:pos:R:3:forces:R:3
Ir 0.00000 0.00000 0.00000 -1.772 2.757 0.406
C 4.39490 0.00000 -0.62270 0.031 -0.041 -0.076
C 4.76950 0.00000 0.71680 -0.445 0.042 0.441
C 3.79490 0.00000 1.72620 0.248 -0.175 0.215
C 2.41700 0.00000 1.43010 1.627 -0.283 -0.268
C 2.08770 0.00000 0.06020 -1.684 -0.088 0.648
C 3.04670 0.00000 -0.95340 -0.027 -0.182 0.688
C 1.35240 0.00000 2.48050 0.280 -1.500 -1.221
C 1.62710 0.00000 3.84790 -0.682 -0.640 1.564
C 0.57810 0.00000 4.76770 1.565 -0.156 -0.663
C -0.74270 0.00000 4.31730 0.229 0.002 0.540
C -1.83390 0.00000 5.20510 -1.380 0.031 -0.160
C -3.13810 0.00000 4.71490 0.899 0.020 1.044
C -3.35430 0.00000 3.34170 1.049 0.002 -1.042
C -2.26420 0.00000 2.46600 -2.247 -0.042 0.197
C -0.95470 0.00000 2.92820 -1.251 -0.200 -0.095
N 0.06020 0.00000 2.04590 2.592 -1.302 -1.833
H 5.15010 0.00000 -1.40380 -0.047 -0.007 0.123
H 5.82370 0.00000 0.98380 -0.239 -0.001 0.017
H 4.15270 0.00000 2.75120 -0.037 0.000 -0.025
H 2.72760 0.00000 -1.99090 0.103 -0.031 0.020
H 2.63980 0.00000 4.23140 -0.046 0.006 -0.289
H 0.80240 0.00000 5.83120 -0.090 0.002 -0.131
H -1.67120 0.00000 6.28020 0.143 -0.006 -0.217
H -3.98080 0.00000 5.40130 0.187 -0.008 -0.071
H -4.36650 0.00000 2.94580 0.199 -0.009 0.013
H -2.43910 0.00000 1.39260 0.056 -0.097 0.572
C -2.78410 3.24550 1.24510 0.237 -0.380 0.326
C -2.03510 3.74030 -0.00030 -0.962 0.140 -0.010
C -2.05810 5.28410 -0.00060 0.413 0.197 -0.001
C -2.78400 3.24500 -1.24560 0.241 -0.383 -0.363
Sb 0.00000 2.77980 0.00000 -0.045 -0.561 -0.066
C 1.02800 3.49720 -1.85740 0.585 -0.329 -0.882
C 0.51510 2.61550 -3.01220 -0.403 -0.428 0.138
C 2.54400 3.27230 -1.75530 0.219 -0.236 0.362
C 0.76070 4.96770 -2.18080 -0.396 0.198 0.328
C 1.02670 3.49590 1.85820 0.555 -0.268 1.023
C 0.75950 4.96710 2.18090 -0.399 0.233 -0.418
C 0.51380 2.61440 3.01270 -0.403 0.128 -0.141
C 2.54340 3.27260 1.75590 0.242 -0.205 -0.451
H -3.83500 3.60840 1.24600 0.586 -0.159 -0.149
H -2.30360 3.62990 2.16370 -0.273 -0.234 -0.283
H -2.79550 2.13530 1.27800 -0.078 0.732 0.064
H -3.10790 5.64990 -0.00060 0.470 -0.449 -0.001
H -1.57530 5.71700 -0.88560 -0.131 -0.137 0.218
H -1.57500 5.71740 0.88400 -0.127 -0.138 -0.215
H -3.83490 3.60780 -1.24660 0.599 -0.169 0.144
H -2.79550 2.13470 -1.27790 -0.070 0.573 -0.088
H -2.30350 3.62880 -2.16420 -0.285 -0.209 0.298
H 0.72690 1.54370 -2.80150 -0.071 0.515 -0.234
H 1.00920 2.88600 -3.97070 -0.180 -0.093 0.615
H -0.57450 2.72100 -3.15330 0.413 -0.081 -0.028
H 2.76990 2.22230 -1.46890 0.011 0.887 -0.158
H 2.99650 3.96490 -1.03300 -0.050 -0.297 -0.121
H 3.03820 3.48550 -2.72830 -0.470 -0.166 0.388
H -0.30290 5.11330 -2.43330 0.394 0.143 0.203
H 1.33670 5.27940 -3.07880 -0.145 -0.300 0.551
H 1.05170 5.61240 -1.32600 -0.235 -0.141 -0.568
H -0.30430 5.11320 2.43280 0.398 0.133 -0.200
H 1.05100 5.61190 1.32600 -0.235 -0.121 0.569
H 1.33520 5.27960 3.07900 -0.144 -0.321 -0.555
H -0.57550 2.72070 3.15290 0.360 0.088 0.022
H 1.00800 2.88660 3.97090 -0.168 0.053 -0.599
H 0.72600 1.54410 2.80230 -0.372 3.153 0.613
H 2.99630 3.96590 1.03360 -0.059 -0.288 0.144
H 2.77020 2.22310 1.46950 0.056 0.999 0.128
H 3.03750 3.48640 2.72900 -0.465 -0.167 -0.373
H -1.72430 0.00000 0.00000 1.130 -0.007 -0.627
```
Forces are in eV/Å.

The value obtained for the HOMO-LUMO gap is 6.71 eV. For the highest occupied orbital energy, the calculation gives -11.21 eV. As for the charge: +1. As for the energy: -1450.5965 Ha.

***

[2]
Entry from OMol25: an isolated molecule of C3H4N2O2 at a distorted geometry (wB97M-V/def2-TZVPD).

XYZ file:
```
11
Properties=species:S:1:pos:R:3:forces:R:3
N -1.73535 -0.43256 -0.34245 0.015 0.033 0.164
C -0.59596 0.02669 0.15348 -0.507 -0.301 0.040
C -0.18854 1.37109 0.24877 0.397 -0.387 -0.462
O 1.10804 1.10695 -0.43908 1.040 0.684 0.624
C 1.57354 -0.12687 -0.23387 0.561 0.086 0.089
O 2.69446 -0.49537 -0.45002 -0.487 0.008 0.145
N 0.48410 -0.92118 0.22399 -0.036 -0.028 -0.404
H -1.67360 -1.32048 -0.82230 -0.253 -0.094 0.395
H -2.31320 0.27617 -0.77020 -0.169 -0.135 0.232
H 0.01532 1.76677 1.24896 -0.469 0.322 -0.321
H 0.63120 -1.25121 1.18272 -0.091 -0.187 -0.501
```
Forces are in eV/Å.

The energy above the lowest of the compared OMol25 structures with the same formula, charge and spin comes out at 4.056 eV. The value obtained for the HOMO-LUMO gap (spin up / spin down) is 7.81 / 7.81 eV. For the highest occupied orbital energy (spin up / spin down), the calculation gives -8.00 / -8.00 eV. As for the charge: 0. As for the energy: -376.6147 Ha.

***

[3]
Entry from OMol25: an isolated molecule of C4H7NO at a distorted geometry (wB97M-V/def2-TZVPD).

XYZ file:
```
13
Properties=species:S:1:pos:R:3:forces:R:3
C 2.37468 0.21482 -0.02571 -0.130 0.138 -0.140
C 0.92240 0.03455 0.06960 -2.436 1.404 -0.039
C -0.05319 -0.84022 0.35432 0.408 0.273 -0.104
N -1.04202 0.14548 0.47633 0.063 -0.331 0.781
C -2.29556 0.11321 -0.22162 0.071 0.286 -0.413
O -0.11164 1.15552 0.06462 1.816 -1.405 -0.211
H 2.70014 0.28864 -1.06420 0.075 0.012 0.020
H 2.67476 1.12408 0.49401 0.057 -0.030 0.069
H 2.85123 -0.64513 0.44090 0.138 0.020 -0.008
H -0.13826 -1.88705 0.55477 -0.056 -0.268 0.070
H -2.80669 -0.80063 0.07696 -0.006 -0.005 0.034
H -2.89460 0.96895 0.09165 -0.012 -0.053 -0.050
H -2.18126 0.12777 -1.31165 0.012 -0.040 -0.010
```
Forces are in eV/Å.

The energy above the lowest of the compared OMol25 structures with the same formula, charge and spin comes out at 4.102 eV. The value obtained for the HOMO-LUMO gap is 9.40 eV. For the highest occupied orbital energy, the calculation gives -8.32 eV. As for the charge: 0. As for the energy: -286.4809 Ha.

***

Number 3 is which compound?
C4H7NO

***

Repeat the third record exactly.
Entry from OMol25: an isolated molecule of C4H7NO at a distorted geometry (wB97M-V/def2-TZVPD).

XYZ file:
```
13
Properties=species:S:1:pos:R:3:forces:R:3
C 2.37468 0.21482 -0.02571 -0.130 0.138 -0.140
C 0.92240 0.03455 0.06960 -2.436 1.404 -0.039
C -0.05319 -0.84022 0.35432 0.408 0.273 -0.104
N -1.04202 0.14548 0.47633 0.063 -0.331 0.781
C -2.29556 0.11321 -0.22162 0.071 0.286 -0.413
O -0.11164 1.15552 0.06462 1.816 -1.405 -0.211
H 2.70014 0.28864 -1.06420 0.075 0.012 0.020
H 2.67476 1.12408 0.49401 0.057 -0.030 0.069
H 2.85123 -0.64513 0.44090 0.138 0.020 -0.008
H -0.13826 -1.88705 0.55477 -0.056 -0.268 0.070
H -2.80669 -0.80063 0.07696 -0.006 -0.005 0.034
H -2.89460 0.96895 0.09165 -0.012 -0.053 -0.050
H -2.18126 0.12777 -1.31165 0.012 -0.040 -0.010
```
Forces are in eV/Å.

The energy above the lowest of the compared OMol25 structures with the same formula, charge and spin comes out at 4.102 eV. The value obtained for the HOMO-LUMO gap is 9.40 eV. For the highest occupied orbital energy, the calculation gives -8.32 eV. As for the charge: 0. As for the energy: -286.4809 Ha.